No. 1
DFT (wB97M-V/def2-TZVPD) results for a structure of composition C17H35AuN3PS2Si.

```
60
Properties=species:S:1:pos:R:3
Au -1.67 -0.85 -1.91
C 2.31 2.31 -5.23
Si 2.40 2.75 -3.42
C 2.89 4.54 -3.16
C 3.59 1.64 -2.51
C 0.63 2.56 -2.72
C -0.19 3.67 -2.56
C -1.51 3.55 -2.13
C -2.01 2.30 -1.85
N -1.23 1.22 -1.97
C 0.04 1.34 -2.39
S 0.80 -0.24 -2.52
H 3.29 2.41 -5.70
H 1.62 2.96 -5.77
H 1.99 1.28 -5.38
H 3.91 4.68 -3.51
H 2.85 4.81 -2.11
H 2.27 5.24 -3.73
H 4.61 1.93 -2.79
H 3.48 0.59 -2.75
H 3.51 1.75 -1.42
H 0.19 4.65 -2.79
H -2.15 4.42 -2.03
H -3.02 2.14 -1.52
C -0.75 -3.40 -4.51
C -2.09 -3.61 -3.82
P -2.13 -3.09 -2.08
C -0.99 -4.16 -1.15
C 0.45 -3.65 -1.07
C -3.80 -3.49 -1.47
C -4.17 -4.97 -1.56
H -0.84 -3.65 -5.57
H 0.03 -4.04 -4.09
H -0.41 -2.37 -4.44
H -2.37 -4.67 -3.84
H -2.88 -3.06 -4.33
H -1.03 -5.15 -1.60
H -1.41 -4.25 -0.14
H 0.88 -3.50 -2.06
H 1.07 -4.37 -0.54
H 0.50 -2.70 -0.54
H -4.50 -2.88 -2.05
H -3.85 -3.14 -0.44
H -4.19 -5.33 -2.58
H -5.17 -5.13 -1.14
H -3.48 -5.60 -0.99
C 2.86 1.65 9.46
N 2.27 1.62 8.12
C 0.97 1.68 7.89
S 0.44 1.38 6.25
N 0.10 1.90 8.86
C -1.36 1.90 8.73
H 3.92 1.44 9.37
H 2.40 0.88 10.09
H 2.74 2.63 9.92
H 2.88 1.60 7.32
H 0.48 2.16 9.76
H -1.65 1.30 7.87
H -1.73 2.92 8.61
H -1.78 1.46 9.62
```

The highest occupied orbital energy (alpha / beta) comes out at -13.1 / -12.9 eV. Its charge is +2. The calculation puts the total energy at -65183.8709 eV. Its spin multiplicity is 3. For the energy relative to the best compared isomer or geometry (same formula, charge and spin), the calculation gives 0.0 kcal per mole. Its strongest force on any atom is 0.14 eV Å⁻¹. The LUMO energy (alpha / beta) is -4.5 / -8.8 eV. The orbital gap (alpha / beta) comes out at 8.6 / 4.0 eV.

=====

No. 2
DFT (wB97M-V/def2-TZVPD) results for a structure of composition C17H35AuN4O2PSeSi.

```
62
Properties=species:S:1:pos:R:3
Au 1.07 -1.16 -1.11
C 3.16 -1.17 -1.08
C 3.64 -0.62 0.21
C 4.07 0.71 0.32
C 4.43 1.23 1.54
C 4.37 0.44 2.69
C 3.99 -0.90 2.59
C 3.64 -1.42 1.36
C 4.66 1.02 3.97
N 4.85 1.51 5.00
H 3.35 -2.24 -1.17
H 3.50 -0.62 -1.96
H 4.13 1.31 -0.57
H 4.77 2.26 1.63
H 3.98 -1.52 3.47
H 3.34 -2.46 1.28
C 2.90 3.42 -1.91
Si 1.10 3.30 -1.44
C 0.59 4.56 -0.16
C 0.03 3.29 -2.97
Se 0.70 1.29 -0.27
H 3.10 4.41 -2.32
H 3.16 2.68 -2.67
H 3.55 3.29 -1.04
H 0.79 5.56 -0.54
H 1.15 4.42 0.77
H -0.47 4.48 0.07
H 0.28 4.14 -3.61
H -1.03 3.36 -2.73
H 0.19 2.38 -3.55
C -2.54 0.65 -2.00
N -3.12 -0.24 -1.01
C -4.49 0.11 -0.62
P -2.21 -1.34 -0.21
O -1.04 -1.78 -1.08
N -1.66 -0.77 1.23
C -2.43 0.13 2.06
C -0.55 -1.43 1.92
N -3.29 -2.54 0.12
C -3.92 -3.20 -1.03
C -3.14 -3.41 1.27
H -3.21 0.74 -2.85
H -1.59 0.25 -2.35
H -2.36 1.65 -1.59
H -5.14 0.04 -1.49
H -4.55 1.13 -0.24
H -4.85 -0.58 0.14
H -3.19 0.64 1.47
H -1.77 0.89 2.49
H -2.92 -0.40 2.89
H -0.17 -2.27 1.34
H -0.87 -1.80 2.90
H 0.27 -0.72 2.09
H -3.90 -2.55 -1.90
H -4.96 -3.45 -0.79
H -3.40 -4.13 -1.29
H -2.68 -2.88 2.10
H -2.54 -4.30 1.04
H -4.13 -3.75 1.59
O 1.08 -3.57 -0.44
H 0.39 -3.95 -1.00
H 1.87 -4.12 -0.55
```

The highest occupied orbital energy (alpha / beta) comes out at -11.3 / -11.3 eV. Its charge is +1. The calculation puts the total energy at -114453.8429 eV. Its spin multiplicity is 1. For the energy relative to the best compared isomer or geometry (same formula, charge and spin), the calculation gives 29.5 kcal per mole. Its strongest force on any atom is 0.99 eV Å⁻¹. The LUMO energy (alpha / beta) is -5.3 / -5.3 eV. The orbital gap (alpha / beta) comes out at 6.0 / 6.0 eV.

=====

No. 3
DFT (wB97M-V/def2-TZVPD) results for a cluster of 12 separate species, C17H35Cl23NS in total.

```
77
Properties=species:S:1:pos:R:3
C -1.98 0.16 -3.31
C -0.58 -0.42 -3.37
C 0.04 -1.11 -2.14
Cl -1.50 -2.32 -1.38
N 0.70 -0.45 -1.22
C 0.20 0.80 -0.74
C -1.12 0.79 0.02
C -1.19 0.01 1.35
S 0.30 -0.73 2.07
H -2.02 1.10 -2.77
H -2.33 0.37 -4.31
H -2.68 -0.53 -2.86
H 0.13 0.34 -3.68
H -0.60 -1.17 -4.16
H 0.71 -1.88 -2.50
H 0.93 1.21 -0.06
H 0.10 1.59 -1.50
H -1.92 0.42 -0.60
H -1.38 1.82 0.25
H -1.87 -0.82 1.24
H -1.61 0.66 2.10
H 1.10 0.29 2.35
C -0.18 -4.80 -3.75
Cl -1.07 -5.86 -4.88
Cl 0.92 -3.73 -4.61
H -0.88 -4.20 -3.19
H 0.41 -5.43 -3.09
C -3.41 -2.38 3.82
Cl -2.48 -3.25 2.62
Cl -4.64 -1.32 3.09
H -3.91 -3.09 4.46
H -2.73 -1.75 4.40
C -4.35 -4.25 -1.78
Cl -3.49 -5.16 -3.03
Cl -5.65 -3.26 -2.47
H -4.79 -4.95 -1.09
H -3.64 -3.60 -1.30
C 2.36 3.56 2.43
Cl 1.43 3.07 3.86
Cl 2.79 2.18 1.41
H 1.75 4.24 1.85
H 3.27 4.04 2.76
C 5.45 5.45 5.25
Cl 3.79 4.83 5.37
Cl 5.79 6.07 3.63
H 5.58 6.26 5.96
H 6.13 4.65 5.45
C -7.36 0.99 3.49
Cl -9.00 0.45 3.87
Cl -7.21 1.50 1.80
H -7.13 1.84 4.12
H -6.68 0.18 3.66
C 1.11 7.10 3.62
Cl 0.06 6.36 2.41
Cl 2.38 8.09 2.90
H 0.50 7.74 4.26
H 1.58 6.31 4.20
C -3.10 -8.86 -4.79
Cl -3.98 -9.45 -3.37
Cl -2.46 -10.19 -5.77
H -3.79 -8.29 -5.39
H -2.27 -8.25 -4.45
C 3.71 -6.32 -4.74
Cl 2.91 -6.97 -3.31
Cl 4.36 -7.59 -5.79
H 2.99 -5.75 -5.30
H 4.53 -5.70 -4.41
C -0.33 4.58 -3.62
Cl -1.01 3.88 -2.15
Cl -0.03 3.37 -4.87
H -1.02 5.31 -4.01
H 0.62 5.05 -3.37
C 9.89 5.38 5.84
Cl 9.92 7.13 5.69
Cl 8.31 4.79 6.40
H 10.08 4.94 4.87
H 10.64 5.08 6.56
```

The highest occupied orbital energy comes out at -3.6 eV. Its charge is -1. The calculation puts the total energy at -318538.7584 eV. Its spin multiplicity is 1. Its strongest force on any atom is 3.81 eV Å⁻¹. The LUMO energy is 1.5 eV. The orbital gap comes out at 5.1 eV.

=====

No. 4
DFT (wB97M-V/def2-TZVPD) results for a cluster of 5 separate species, C17H35NO10 in total.

```
63
Properties=species:S:1:pos:R:3
C -9.16 -10.59 -11.82
N -7.68 -10.68 -11.72
O -7.19 -11.79 -11.47
O -6.98 -9.73 -12.10
H -9.51 -11.21 -12.64
H -9.29 -9.55 -12.13
H -9.55 -10.88 -10.85
C -13.67 -18.52 -15.95
C -12.99 -18.28 -14.63
O -11.66 -17.90 -14.96
C -11.33 -16.58 -14.98
C -9.91 -16.43 -15.46
O -12.07 -15.62 -14.73
H -13.28 -19.39 -16.48
H -13.59 -17.61 -16.56
H -14.73 -18.74 -15.80
H -13.58 -17.51 -14.12
H -13.07 -19.21 -14.07
H -9.76 -15.36 -15.59
H -9.77 -16.93 -16.42
H -9.23 -16.86 -14.73
C -7.39 -11.38 -18.40
C -8.04 -10.06 -17.87
O -9.37 -10.25 -17.49
C -10.34 -10.27 -18.44
C -11.69 -10.52 -17.81
O -10.23 -10.05 -19.65
H -8.17 -11.87 -18.99
H -6.94 -12.01 -17.63
H -6.61 -11.12 -19.10
H -7.47 -9.67 -17.03
H -8.13 -9.24 -18.59
H -12.21 -11.31 -18.35
H -12.37 -9.67 -17.83
H -11.61 -10.91 -16.80
C -13.60 -13.57 -8.72
C -14.65 -12.69 -9.36
O -14.13 -11.44 -9.70
C -14.45 -10.37 -9.01
C -13.63 -9.18 -9.37
O -15.31 -10.29 -8.13
H -14.07 -14.54 -8.51
H -13.10 -13.30 -7.80
H -12.81 -13.82 -9.43
H -14.86 -13.13 -10.33
H -15.54 -12.68 -8.74
H -13.39 -9.16 -10.43
H -12.69 -9.13 -8.81
H -14.31 -8.35 -9.15
C -3.51 -16.91 -9.05
C -2.74 -16.30 -10.21
O -1.39 -16.75 -10.27
C -0.34 -16.15 -9.55
C 0.99 -16.95 -9.66
O -0.45 -15.09 -8.90
H -3.93 -17.91 -9.18
H -4.33 -16.21 -8.87
H -2.84 -16.91 -8.19
H -3.17 -16.64 -11.16
H -2.79 -15.22 -10.09
H 1.39 -17.08 -10.66
H 0.94 -17.92 -9.16
H 1.79 -16.35 -9.23
```

The highest occupied orbital energy comes out at -10.4 eV. The calculation puts the total energy at -40158.2711 eV. Its spin multiplicity is 1. Its strongest force on any atom is 3.85 eV Å⁻¹. The LUMO energy is -0.2 eV. Its SMILES is C[N+](=O)[O-].CCOC(C)=O.CCOC(C)=O.CCOC(C)=O.CCOC(C)=O. The orbital gap comes out at 10.2 eV.

=====

No. 5
DFT (wB97M-V/def2-TZVPD) results for a structure of composition C17H35O3P3Zr.

```
59
Properties=species:S:1:pos:R:3
P 3.08 -0.68 0.55
C 3.55 -0.95 2.27
H 4.64 -1.09 2.27
H 3.03 -1.83 2.66
H 3.28 -0.08 2.88
C 3.69 -2.22 -0.21
H 3.54 -2.22 -1.29
H 3.15 -3.08 0.22
H 4.76 -2.28 0.04
C 4.36 0.50 0.02
H 5.32 0.02 0.22
H 4.26 1.43 0.59
H 4.27 0.73 -1.05
P -0.85 3.09 -0.18
C -0.84 3.83 1.46
H -1.34 4.80 1.33
H 0.18 3.97 1.82
H -1.40 3.21 2.17
C 0.03 4.36 -1.13
H 0.04 4.13 -2.20
H 1.06 4.45 -0.77
H -0.53 5.29 -0.94
C -2.59 3.36 -0.65
H -2.72 4.45 -0.60
H -3.23 2.85 0.08
H -2.81 2.99 -1.66
P -2.56 -2.28 0.86
C -3.15 -2.52 2.52
H -3.71 -3.46 2.48
H -3.82 -1.71 2.82
H -2.32 -2.61 3.21
C -3.90 -2.15 -0.31
H -4.53 -3.03 -0.09
H -3.52 -2.21 -1.34
H -4.47 -1.23 -0.17
C -1.51 -3.63 0.37
H -2.21 -4.48 0.30
H -0.75 -3.83 1.15
H -1.03 -3.48 -0.60
Zr 0.04 0.49 -1.05
C 1.18 1.14 1.01
O 1.42 1.58 2.07
C -1.63 -0.62 0.60
O -1.87 0.26 1.43
C -1.32 0.08 -2.74
C -0.64 -1.12 -2.39
C 0.78 -1.15 -2.34
C 1.52 0.02 -2.65
C 0.85 1.21 -3.00
C -0.57 1.25 -3.02
H -2.41 0.11 -2.76
H -1.21 -2.01 -2.13
H 1.31 -2.07 -2.06
H 2.61 -0.03 -2.69
H 1.42 2.09 -3.29
H -1.08 2.17 -3.32
O 0.37 -1.95 2.67
H 0.66 -2.64 3.31
H 0.14 -1.19 3.23
```

The highest occupied orbital energy (alpha / beta) comes out at -21.0 / -21.0 eV. Its charge is +4. The calculation puts the total energy at -53440.8286 eV. Its spin multiplicity is 1. For the energy relative to the best compared isomer or geometry (same formula, charge and spin), the calculation gives 58.6 kcal per mole. Its strongest force on any atom is 14.74 eV Å⁻¹. The LUMO energy (alpha / beta) is -15.8 / -15.8 eV. The orbital gap (alpha / beta) comes out at 5.2 / 5.2 eV.

=====

No. 6
DFT (wB97M-V/def2-TZVPD) results for a cluster of 2 separate species, C17H36Cl3NO4Si2 in total.

```
63
Properties=species:S:1:pos:R:3
C 6.68 2.99 3.22
C 5.37 3.68 2.80
C 4.27 3.55 3.85
N 2.94 3.74 3.26
C 2.44 2.69 2.52
O 3.07 1.73 2.17
O 1.12 2.86 2.21
C 0.77 3.60 1.01
C 1.82 3.43 -0.09
C 0.73 5.09 1.41
C 0.47 6.00 0.24
O -0.25 5.81 -0.67
Cl 1.40 7.53 0.35
C -0.61 3.04 0.57
Cl -1.96 3.90 1.39
C -0.86 1.55 0.84
C -2.22 1.06 0.31
Cl 0.43 0.55 0.08
H 6.57 2.47 4.18
H 7.49 3.71 3.35
H 7.01 2.26 2.48
H 5.55 4.74 2.62
H 5.01 3.25 1.86
H 4.39 4.33 4.60
H 4.33 2.58 4.36
H 2.24 4.05 3.93
H 2.17 2.40 -0.15
H 1.40 3.72 -1.05
H 2.68 4.08 0.11
H -0.04 5.26 2.16
H 1.69 5.34 1.85
H -0.73 3.23 -0.50
H -0.77 1.37 1.91
H -2.88 1.89 0.08
H -2.71 0.43 1.05
H -2.08 0.46 -0.59
C -3.90 -6.14 -3.33
Si -3.71 -4.30 -3.10
C -2.76 -3.58 -4.54
C -5.39 -3.50 -3.01
O -2.91 -3.98 -1.69
Si -1.47 -4.27 -0.95
C -1.50 -3.45 0.72
C -0.07 -3.56 -1.96
C -1.21 -6.11 -0.75
H -2.93 -6.63 -3.49
H -4.53 -6.35 -4.20
H -4.36 -6.60 -2.46
H -2.55 -2.52 -4.39
H -3.34 -3.68 -5.47
H -1.80 -4.09 -4.69
H -5.32 -2.42 -2.88
H -5.98 -3.90 -2.18
H -5.94 -3.70 -3.94
H -1.63 -2.37 0.64
H -0.55 -3.64 1.23
H -2.30 -3.85 1.35
H 0.04 -4.07 -2.92
H 0.87 -3.64 -1.42
H -0.24 -2.50 -2.17
H -1.09 -6.61 -1.71
H -2.06 -6.57 -0.24
H -0.32 -6.31 -0.15
```

The highest occupied orbital energy comes out at -10.0 eV. The calculation puts the total energy at -81221.4084 eV. Its spin multiplicity is 1. Its strongest force on any atom is 0.74 eV Å⁻¹. The LUMO energy is 0.5 eV. Its SMILES is CCCNC(=O)O[C@](C)(CC(=O)Cl)[C@H](Cl)[C@@H](C)Cl.C[Si](C)(C)O[Si](C)(C)C. The orbital gap comes out at 10.5 eV.